No. 1
A structure of composition C35H41AsN5P2PdSSe2Te. Source: OMol25; level of theory: ωB97M-V with the def2-TZVPD basis set.

XYZ file:
```
89
C35H41AsN5P2PdSSe2Te (ωB97M-V with the def2-TZVPD basis set)
Te 0.7726 -3.9256 -3.2844
Pd 0.6343 -2.0814 -1.5274
Se 0.7921 -1.5989 -4.0108
Se -0.3213 3.3277 3.8640
As 3.5122 -2.7684 -0.0972
S -0.8509 -3.5315 -0.0011
P -1.2779 0.1781 -1.4250
P -1.0137 2.7183 1.9627
N 0.6333 -5.0459 1.6594
N 1.3870 -0.1850 1.2336
N 0.6851 -0.3706 0.1272
N 0.6630 -2.9163 2.1594
N 0.8823 0.8128 1.9284
C -3.2955 -0.5713 0.3812
C -5.4797 1.6685 2.3291
C -2.2779 3.8304 -3.1619
C 1.7774 -4.9290 2.5600
C 0.1816 -3.8154 1.2991
C -0.4849 6.2228 -0.9556
C -1.1915 4.0218 -4.0044
C -4.0149 -0.0878 -1.8562
C 0.2217 5.0497 -1.1628
C -5.5817 -0.9681 -0.2598
C 4.1436 -4.4495 -0.9288
C 4.5820 -1.4182 2.2690
C -0.8514 4.0543 0.7469
C -1.3724 6.3192 0.1103
C -3.7271 2.8286 1.1648
C -3.0002 -0.0943 -0.8928
C 5.5847 -4.8690 -0.6835
C 1.5573 -3.5212 3.1349
C -5.0713 2.4992 1.3005
C -0.2492 1.9471 -3.2411
C -1.5444 5.2448 0.9652
C -1.3292 1.7491 -2.3794
C -0.3207 0.5307 0.0779
C -0.1873 1.2878 1.2575
C 0.0352 3.9628 -0.3185
C 4.6406 -1.5215 -1.1358
C -5.2964 -0.5073 -1.5386
C -3.2048 1.4813 3.0826
C 4.7321 -2.7094 1.4690
C -4.5763 -1.0052 0.6928
C -4.5428 1.1638 3.2242
C -2.3480 2.6991 -2.3618
C -0.1780 3.0755 -4.0450
C -2.7857 2.3126 2.0433
C 4.1233 -1.1719 -2.5157
H 3.5401 -1.1863 2.4928
H -0.3432 7.0664 -1.6205
H -2.5112 -0.6189 1.1261
H 4.5232 -3.5798 2.0971
H -4.8581 0.5166 4.0336
H -2.4747 1.1085 3.7911
H 0.7175 -1.9318 1.9050
H -3.4172 3.5000 0.3760
H 5.7738 -5.0918 0.3690
H 5.6363 -1.9719 -1.1841
H 1.0748 -3.5684 4.1143
H 4.7247 -0.6227 -0.5225
H 3.9664 -2.0528 -3.1401
H 2.4748 -2.9482 3.2275
H -6.5808 -1.3068 -0.0118
H 5.8372 -5.7638 -1.2593
H -3.0737 4.5656 -3.1294
H 6.2890 -4.0884 -0.9810
H 2.7207 -5.0020 2.0092
H 0.5344 1.1972 -3.2900
H 5.1425 -1.4659 3.2065
H 3.1600 -0.6779 -2.4604
H 0.6653 3.2070 -4.7124
H 0.5524 -5.7746 0.9722
H 4.9628 -0.5625 1.7094
H 0.9145 4.9677 -1.9899
H -4.7853 -1.3722 1.6903
H -1.1379 4.9042 -4.6310
H 4.8228 -0.5090 -3.0333
H -3.2113 2.5384 -1.7311
H -6.5260 1.4090 2.4356
H -1.9203 7.2376 0.2824
H -2.2049 5.3310 1.8203
H 1.7597 -5.6927 3.3358
H -3.7950 0.2316 -2.8679
H -5.7955 2.8972 0.5999
H 5.7604 -2.8248 1.1149
H -6.0703 -0.4942 -2.2974
H 3.9491 -4.3032 -1.9933
H 3.4506 -5.2372 -0.6216
H 0.5861 3.0461 -0.4873
```

Summary:
Total charge   -1
LUMO energy   2.09 eV
Spin multiplicity   1
HOMO-LUMO gap   5.872 eV



No. 2
A structure of composition C35H41AuN4 in a non-equilibrium geometry. Source: OMol25; level of theory: ωB97M-V with the def2-TZVPD basis set.

XYZ file:
```
81
C35H41AuN4 (ωB97M-V with the def2-TZVPD basis set)
Au -0.2985 0.2809 0.4750
N 3.5801 -1.0265 -2.1377
N 2.1466 -0.0495 -0.5757
N 1.5063 -1.9534 -1.8491
N -0.1743 0.4448 2.4220
C -0.1909 -3.6010 -2.0487
C 3.3142 -2.0520 -4.3545
C 0.9017 -4.6178 -2.2771
C -1.2953 -2.6277 2.7157
C 3.3543 1.6243 0.6930
C 3.8115 -2.9326 -5.3002
C -0.2435 0.2051 3.6947
C 2.3312 -0.9269 -1.5027
C 5.6709 -3.4821 -3.9006
C 2.9087 1.1086 -0.5479
C -0.9008 -1.2792 -1.7423
C -2.1207 2.6880 3.3483
C -0.4876 1.2900 4.6645
C -0.0663 -1.1243 4.3181
C -0.1939 -0.1946 6.5747
C 4.0964 2.7952 0.7118
C 5.1901 -2.6235 -2.9342
C 0.3102 3.3446 3.4121
C 1.2173 -2.4853 2.5648
C -0.0331 -1.2629 5.6916
C -0.8387 2.6913 4.1916
C -1.5154 -4.0150 -2.0586
C 3.0583 0.8778 1.9591
C 3.2098 1.8477 -1.7091
C 4.4192 3.4936 -0.4482
C -0.4437 1.0632 6.0239
C 3.9848 -1.9236 -3.1209
C 3.9543 3.0114 -1.6625
C -0.6561 0.1576 -1.5798
C -2.2236 -1.7523 -1.7711
C 2.1098 -1.2034 -4.6715
C 0.0053 -2.4068 3.5006
C -2.5384 -3.0895 -1.9061
C 4.9735 -3.6719 -5.0853
C 0.1276 -2.2471 -1.8525
H 1.5910 -4.6672 -1.4284
H -1.7439 -5.0668 -2.1959
H -1.4291 -1.8184 1.9993
H -1.9671 2.0482 2.4798
H 0.1179 -2.2628 6.1032
H -1.0288 3.3005 5.0876
H 0.4725 -5.6089 -2.4197
H -0.1794 -0.3463 7.6500
H 2.1080 -0.9445 -5.7318
H 2.1436 -2.3422 3.1294
H 5.3362 -4.3514 -5.8450
H -2.9593 2.2972 3.9316
H 3.4192 1.4214 2.8331
H -2.3657 3.7013 3.0051
H -3.5732 -3.4127 -1.9157
H 0.5443 2.7266 2.5471
H 6.6014 -4.0120 -3.7321
H 0.0360 4.3535 3.0761
H 1.2549 -3.4648 2.0683
H 1.1491 -1.7149 1.8013
H 1.2026 3.4169 4.0416
H -1.2722 -3.5741 2.1613
H 4.1713 3.5468 -2.5811
H 5.0162 4.3967 -0.4026
H 3.5242 -0.1109 1.9395
H 0.0993 -3.2310 4.2231
H 1.4906 -4.3858 -3.1732
H 4.3150 -0.5767 -1.6145
H -0.6099 1.9085 6.6942
H 3.3017 -3.0198 -6.2534
H 4.4398 3.1698 1.6703
H 0.2138 0.5032 -2.1493
H -3.0170 -1.0202 -1.6754
H 2.0529 -2.6987 -2.2492
H 2.1218 -0.2826 -4.0907
H 5.7415 -2.4597 -2.0159
H 1.9770 0.7156 2.0690
H 1.1729 -1.7175 -4.4466
H -2.1498 -2.6353 3.3978
H 2.8302 1.4986 -2.6615
H -1.5322 0.7255 -1.9035
```

Summary:
Total charge   -2
LUMO energy   3.95 eV
Spin multiplicity   1
HOMO-LUMO gap   2.822 eV



No. 3
A structure of composition C35H41CuF3Ge2N3O3SSb in a non-equilibrium geometry. Source: OMol25; level of theory: ωB97M-V with the def2-TZVPD basis set.

XYZ file:
```
90
C35H41CuF3Ge2N3O3SSb (ωB97M-V with the def2-TZVPD basis set)
Sb 0.8780 -3.2132 -0.5002
Ge -2.2547 1.6832 -0.2393
Ge 0.7233 2.7734 -0.4691
Cu 0.3188 0.3514 -0.0648
S 3.2848 0.2932 -0.1697
F 1.5391 -3.4229 5.7155
F 1.0184 -9.4297 -1.2597
F 6.5708 -2.1686 -2.8956
O -2.0248 -2.4280 1.1134
O -1.3903 -0.4799 0.1549
O 3.2896 0.2014 1.2983
N -0.7636 -0.9799 2.3139
N 0.2019 0.0311 2.2483
N 1.9899 0.3286 -0.8944
C -5.5582 4.9327 -0.7854
C 1.6634 3.2607 1.1913
C -5.4014 6.2792 -0.4926
C 2.8863 -2.9238 -1.2234
C -4.4621 4.0802 -0.7256
C 0.9862 -8.0967 -1.0884
C 2.2188 4.6938 1.2029
C -2.7217 0.8619 -1.9332
C 5.3675 -2.4201 -2.3529
C -3.1938 4.5441 -0.3756
C -3.2658 1.1084 1.3154
C -4.1452 6.7579 -0.1287
C 1.9892 -7.4989 -0.3491
C -0.0649 -6.0002 -1.4744
C 1.3068 -3.3495 1.6059
C 4.0609 -3.1899 -0.5169
C 2.2168 4.5624 -2.2913
C 2.3287 -2.5818 3.6743
C 2.2316 -2.5537 2.2807
C 0.5489 -4.2178 3.7455
C 0.4673 -4.1800 2.3613
C 5.3102 -2.9344 -1.0742
C -4.1553 1.1066 -2.4205
C 1.9523 -6.1213 -0.1760
C 0.9293 -5.3532 -0.7389
C 1.7021 3.1245 -2.1347
C 1.4766 -3.4085 4.3743
C -0.7509 4.0293 -0.5180
C -2.0099 3.6297 -0.3672
C -1.4319 -1.3642 1.1518
C -3.0580 5.8980 -0.0630
C -0.0438 -7.3818 -1.6532
C 2.9961 -2.4033 -2.5176
C -4.6050 1.8204 1.5612
C 4.2349 -2.1543 -3.0957
H -0.5182 5.0870 -0.6948
H 2.0986 -2.1699 -3.0848
H -0.2731 -4.7979 1.8613
H -5.3213 1.6335 0.7567
H -4.3238 2.1475 -2.7015
H 3.0510 -1.9683 4.2030
H 0.9213 3.1458 1.9874
H -6.2505 6.9540 -0.5395
H 2.8775 -1.8681 1.7419
H -4.0145 7.8075 0.1099
H 1.1432 -0.3090 2.4047
H -2.5391 -0.1985 -1.7677
H 3.0282 4.8169 0.4847
H 1.4492 5.4358 0.9671
H 0.9994 2.8899 -2.9400
H -4.5959 3.0324 -0.9640
H -5.0494 1.4483 2.4881
H -2.6129 1.2385 2.1807
H -3.4124 0.0381 1.1727
H 2.6213 4.9327 2.1903
H -0.0958 -4.8553 4.3394
H 1.4412 5.3094 -2.0923
H -0.6335 -1.7198 2.9848
H 2.7310 -5.6468 0.4111
H 4.3318 -1.7536 -4.0994
H -1.9972 1.2175 -2.6695
H -0.8736 -5.4264 -1.9149
H -0.0174 0.7407 2.9298
H -4.9002 0.8271 -1.6685
H 2.5142 2.4095 -2.2180
H -2.0935 6.2825 0.2498
H -0.8101 -7.8994 -2.2179
H 3.0518 4.7646 -1.6217
H -4.4881 2.8995 1.6622
H 2.5705 4.7236 -3.3125
H -4.3447 0.4960 -3.3060
H 2.4554 2.5436 1.3976
H 2.7769 -8.1077 0.0777
H 6.2294 -3.1355 -0.5359
H 4.0210 -3.6075 0.4837
H -6.5351 4.5456 -1.0547
```

Summary:
LUMO energy (spin up / spin down)   -0.52 / -1.84 eV
Spin multiplicity   2
HOMO-LUMO gap (spin up / spin down)   7.399 / 6.698 eV



The evaluated ΔE to the lowest compared entry with this formula, charge and spin for the records listed, in turn: 23.10 0.00 22.56 kcal per mole.
The evaluated energy for the records listed, in turn: -276131.974 -46611.927 -230766.986 eV.